Density functional theory data (the ωB97M-V functional and the def2-TZVPD basis) for an isolated molecule of C4H5NO2 at a distorted geometry.

The geometry in XYZ format:
```
12
C4H5NO2, DFT the ωB97M-V functional and the def2-TZVPD basis
O -1.91 -0.14 1.47
C -1.02 -0.77 0.95
C 0.03 0.75 -1.18
C 0.29 1.09 0.24
N 0.31 -0.29 0.77
C 1.01 -0.97 -0.26
O 0.64 -0.39 -1.41
H -1.14 -1.80 0.57
H -0.24 1.34 -2.03
H 1.31 1.52 0.36
H -0.43 1.70 0.78
H 1.16 -2.04 -0.27
```

## Properties
Gap between HOMO and LUMO (spin up / spin down)   8.27 / 8.61 eV
Charge   0
Energy relative to the best compared isomer or geometry (same formula, charge and spin)   378.3 kJ/mol

***

Density functional theory data (the ωB97M-V functional and the def2-TZVPD basis) for the ion C4H13N2O with charge +1 at a distorted geometry.

The geometry in XYZ format:
```
20
C4H13N2O, DFT the ωB97M-V functional and the def2-TZVPD basis
N 2.31 -1.00 0.96
C 1.59 -0.55 -0.20
C 0.15 -0.16 0.24
N -0.33 -1.13 1.28
C -0.86 0.24 -0.82
C -1.52 1.61 -0.60
O -2.51 1.86 -1.55
H 2.71 -0.26 1.52
H 3.00 -1.72 0.75
H 1.98 0.35 -0.66
H 1.48 -1.34 -0.93
H 0.33 0.77 0.81
H -1.28 -1.47 1.12
H 0.39 -1.86 1.32
H -0.29 -0.69 2.19
H -0.32 0.25 -1.76
H -1.68 -0.47 -0.97
H -2.05 1.70 0.36
H -0.74 2.35 -0.62
H -2.36 1.49 -2.43
```

## Properties
Gap between HOMO and LUMO   10.48 eV
Structure (SMILES)   NC[C@H]([NH3+])CCO
Charge   +1
Energy relative to the best compared isomer or geometry (same formula, charge and spin)   186.3 kJ/mol

***

Density functional theory data (the ωB97M-V functional and the def2-TZVPD basis) for the ion C4H10NO2 with charge -1 at a distorted geometry.

The geometry in XYZ format:
```
17
C4H10NO2, DFT the ωB97M-V functional and the def2-TZVPD basis
N 0.14 -1.00 1.09
C 0.51 0.21 0.31
C 2.03 0.01 -0.18
O 2.50 -1.23 -0.07
C -0.48 0.35 -0.82
C -1.91 0.67 -0.39
O -2.40 -0.38 0.50
H 0.69 -1.71 0.62
H 0.59 -0.93 2.00
H 0.47 1.07 0.97
H 1.96 0.38 -1.25
H 2.64 0.79 0.32
H -0.42 -0.57 -1.41
H -0.23 1.17 -1.51
H -2.51 0.57 -1.28
H -1.96 1.50 0.30
H -1.63 -0.90 0.78
```

## Properties
Gap between HOMO and LUMO   6.76 eV
Structure (SMILES)   N[C@@H](C[O-])CCO
Charge   -1
Energy relative to the best compared isomer or geometry (same formula, charge and spin)   265.1 kJ/mol

***

Density functional theory data (the ωB97M-V functional and the def2-TZVPD basis) for a structure of composition C5H3F6NO5RuS7.

The geometry in XYZ format:
```
28
C5H3F6NO5RuS7, DFT the ωB97M-V functional and the def2-TZVPD basis
Ru -0.40 -0.33 1.15
S 3.31 2.03 0.40
C 1.99 1.18 0.79
S 1.84 -0.36 1.60
S 0.28 1.64 0.50
F -2.89 0.31 -3.01
C -2.13 -0.63 -2.45
F -0.94 -0.11 -2.19
F -1.99 -1.64 -3.30
S -2.96 -1.22 -0.89
O -2.50 -0.33 0.16
O -4.35 -1.21 -1.20
N -2.44 -2.70 -0.70
S -1.10 -2.93 0.08
O -1.21 -2.74 1.52
O 0.07 -2.28 -0.49
C -0.88 -4.73 -0.23
F -0.78 -4.96 -1.53
F -1.91 -5.42 0.25
F 0.23 -5.14 0.37
C 1.31 -0.77 5.39
O 0.42 -0.60 4.30
C -0.59 0.25 4.41
S -1.00 1.05 5.79
S -1.52 0.44 2.96
H 1.97 -1.59 5.11
H 0.77 -1.00 6.31
H 1.89 0.15 5.54
```

## Properties
Gap between HOMO and LUMO (spin up / spin down)   7.45 / 6.75 eV
Charge   -1
Multiplicity   2
Energy relative to the best compared isomer or geometry (same formula, charge and spin)   99.0 kJ/mol

***

Density functional theory data (the ωB97M-V functional and the def2-TZVPD basis) for a cluster of 7 separate species, C14H28Br14 in total at a distorted geometry.

The geometry in XYZ format:
```
56
C14H28Br14, DFT the ωB97M-V functional and the def2-TZVPD basis
Br 2.69 -6.67 2.90
C 1.97 -4.88 2.59
C 2.63 -4.27 1.37
Br 1.94 -2.46 0.91
H 2.18 -4.35 3.52
H 0.90 -4.98 2.46
H 2.49 -4.86 0.47
H 3.68 -4.09 1.59
Br 1.94 0.38 -6.17
C 1.08 -0.86 -4.92
C 2.16 -1.38 -4.01
Br 1.28 -2.69 -2.78
H 0.63 -1.69 -5.47
H 0.28 -0.37 -4.36
H 2.68 -0.57 -3.50
H 2.90 -1.98 -4.54
Br -8.20 1.21 -2.24
C -6.37 0.47 -1.88
C -5.74 1.49 -0.97
Br -4.00 0.69 -0.50
H -5.96 0.34 -2.87
H -6.52 -0.50 -1.42
H -6.37 1.63 -0.10
H -5.56 2.46 -1.42
Br 1.33 4.62 -6.43
C -0.14 5.51 -5.47
C -0.15 5.13 -4.02
Br -1.50 6.28 -3.11
H -1.07 5.24 -5.97
H 0.07 6.55 -5.68
H 0.80 5.33 -3.53
H -0.45 4.10 -3.90
Br 3.00 3.54 5.11
C 3.37 1.59 5.26
C 2.91 0.90 4.01
Br 3.02 -1.07 4.15
H 2.78 1.28 6.11
H 4.44 1.52 5.46
H 3.40 1.17 3.09
H 1.85 1.09 3.89
Br -0.88 -4.73 5.27
C -0.36 -2.86 4.95
C -1.16 -2.30 3.80
Br -0.85 -0.33 3.77
H 0.70 -2.81 4.71
H -0.51 -2.30 5.87
H -2.24 -2.41 3.85
H -0.85 -2.68 2.83
Br -0.02 2.00 -2.17
C 0.06 0.40 -1.07
C -0.27 0.72 0.37
Br 0.83 2.10 1.23
H 1.08 0.03 -1.13
H -0.59 -0.38 -1.46
H -0.01 -0.20 0.92
H -1.32 0.89 0.60
```

## Properties
Gap between HOMO and LUMO   10.15 eV
Structure (SMILES)   BrCCBr.BrCCBr.BrCCBr.BrCCBr.BrCCBr.BrCCBr.BrCCBr
Charge   0
Energy relative to the best compared isomer or geometry (same formula, charge and spin)   63.8 kJ/mol

***

Density functional theory data (the ωB97M-V functional and the def2-TZVPD basis) for a cluster of 2 separate species, C6H9N in total at a distorted geometry.

The geometry in XYZ format:
```
16
C6H9N, DFT the ωB97M-V functional and the def2-TZVPD basis
C -0.17 -0.26 -1.31
C 0.89 -0.10 -0.52
C 1.22 1.20 0.17
C 1.92 -1.09 -0.54
N 2.85 -1.75 -0.72
H -0.43 -1.22 -1.74
H -0.77 0.59 -1.63
H 1.83 1.77 -0.54
H 1.80 1.08 1.09
H 0.32 1.78 0.41
C -1.13 -0.56 1.32
C -2.05 -0.11 0.47
H -0.61 0.11 2.00
H -0.77 -1.59 1.31
H -2.61 -0.79 -0.17
H -2.29 0.94 0.38
```

## Properties
Gap between HOMO and LUMO   9.13 eV
Structure (SMILES)   C=C(C)C#N.C=C
Charge   0
Energy relative to the best compared isomer or geometry (same formula, charge and spin)   280.2 kJ/mol

***

Density functional theory data (the ωB97M-V functional and the def2-TZVPD basis) for a structure of composition C4H3NO at a distorted geometry.

The geometry in XYZ format:
```
9
C4H3NO, DFT the ωB97M-V functional and the def2-TZVPD basis
O 0.16 -0.13 -1.74
C 0.04 -0.24 -0.37
C -1.01 0.44 0.29
C -1.92 1.01 0.84
C 1.07 -0.70 0.34
N 2.09 -0.99 0.95
H 0.19 -1.02 -2.11
H 2.10 0.12 0.49
H -2.73 1.50 1.32
```

## Properties
Gap between HOMO and LUMO   8.68 eV
Charge   0
Energy relative to the best compared isomer or geometry (same formula, charge and spin)   412.2 kJ/mol

***

Density functional theory data (the ωB97M-V functional and the def2-TZVPD basis) for a structure of composition C21H40F4GaNO22PS4 at a distorted geometry.

The geometry in XYZ format:
```
94
C21H40F4GaNO22PS4, DFT the ωB97M-V functional and the def2-TZVPD basis
C 2.59 -2.37 -1.07
C 3.55 -1.38 -0.36
O 3.85 -0.20 -1.12
P 2.78 1.02 -1.04
O 3.38 2.12 -1.79
C 1.19 0.64 -1.90
C 0.02 1.56 -1.44
Ga -1.75 0.52 -1.35
C -1.75 -0.83 -2.92
C -1.07 -2.19 -2.60
C -3.33 1.79 -1.71
C -4.02 2.44 -0.50
O -4.95 1.59 0.15
C -3.06 3.04 0.54
F -3.69 4.09 1.13
F -1.96 3.52 0.06
F -2.83 2.21 1.54
C -1.90 -0.63 0.36
O -0.96 -1.15 0.85
N -3.23 -0.87 1.03
C -3.64 -2.20 1.04
O -4.76 -2.50 1.02
F -2.75 -3.20 1.10
O 2.56 1.58 0.47
C 1.65 0.81 1.30
C 0.65 1.67 2.06
H 2.49 -2.13 -2.13
H 1.59 -2.20 -0.65
H 2.85 -3.41 -0.88
H 3.24 -1.20 0.68
H 4.50 -1.93 -0.28
H 1.40 0.85 -2.94
H 0.88 -0.40 -1.76
H -0.15 2.30 -2.23
H 0.23 2.13 -0.54
H -1.35 -0.39 -3.84
H -2.81 -1.04 -3.12
H -1.07 -2.46 -1.54
H -0.06 -2.22 -3.01
H -1.61 -2.99 -3.12
H -4.11 1.22 -2.22
H -2.99 2.55 -2.41
H -4.60 3.29 -0.88
H -5.59 2.19 0.55
H -3.16 -0.50 1.97
H 2.26 0.31 2.06
H 1.17 0.00 0.73
H 1.10 2.55 2.52
H -0.22 1.96 1.48
H 0.28 1.04 2.88
C -7.83 4.69 -2.67
C -9.01 3.87 -3.15
O -8.44 2.67 -3.66
S -7.12 2.30 -2.80
O -7.48 1.35 -1.82
O -6.05 2.10 -3.70
O -6.94 3.73 -2.09
H -7.31 5.17 -3.50
H -8.12 5.43 -1.93
H -9.58 4.38 -3.93
H -9.68 3.61 -2.33
C 5.57 1.83 3.62
C 6.23 1.24 2.40
O 6.36 -0.16 2.71
S 5.13 -0.62 3.61
O 4.14 -1.20 2.78
O 5.63 -1.29 4.76
O 4.61 0.84 4.03
H 6.28 1.97 4.44
H 5.07 2.77 3.41
H 7.20 1.67 2.21
H 5.60 1.34 1.51
C -6.10 -4.66 -1.59
C -5.70 -5.89 -0.80
O -5.75 -6.96 -1.75
S -5.34 -6.40 -3.20
O -3.97 -6.68 -3.43
O -6.35 -6.78 -4.12
O -5.49 -4.84 -2.88
H -7.19 -4.62 -1.73
H -5.76 -3.74 -1.12
H -6.37 -6.09 0.03
H -4.68 -5.80 -0.43
C 11.22 -0.41 3.10
C 10.68 -0.43 4.51
O 10.58 0.95 4.88
S 10.24 1.82 3.58
O 8.84 2.05 3.54
O 11.17 2.88 3.48
O 10.58 0.70 2.48
H 12.30 -0.24 3.09
H 11.00 -1.33 2.56
H 11.33 -0.96 5.21
H 9.68 -0.86 4.55
```

## Properties
Gap between HOMO and LUMO   6.73 eV
Charge   -1

***

One value per record, in order, for DFT total energy: -360.5253, -344.6959, -363.6234, -4104.7824, -36586.4453, -288.6753, -284.0161, -6792.5983 hartree.